Record 1
The following is a DFT calculation (wB97M-V/def2-TZVPD) of one molecule with the formula C12H12FN.

The gap between HOMO and LUMO (spin up / spin down) comes out at 6.79 / 6.77 eV. Its energy relative to the best compared isomer or geometry (same formula, charge and spin) is 18.7 kcal/mol. Its maximum force is 4.21 eV Å⁻¹. The value obtained for the LUMO energy (spin up / spin down) is -0.70 / -0.71 eV. As for the SMILES: F[C@@H]1CC[C@@H]2CN=c3ccccc3=C21.

Structure (XYZ):
```
26
C12H12FN, DFT wB97M-V/def2-TZVPD
C -3.120 -1.860 0.047
C -3.912 -0.700 0.270
C -1.728 -1.783 -0.110
C -3.291 0.526 0.224
C -1.089 -0.524 -0.120
C 0.223 -0.324 -0.413
C -1.897 0.676 0.188
C 2.208 0.809 0.308
C 2.780 -0.569 -0.098
C -0.024 1.991 0.457
C 0.856 0.984 -0.348
C 1.527 -1.505 -0.285
N -1.400 1.860 0.452
F 1.167 -2.168 0.847
H -3.514 -2.811 0.133
H -5.025 -0.829 0.439
H -1.110 -2.706 -0.240
H -3.793 1.557 0.263
H 2.114 0.677 1.330
H 2.826 1.665 0.214
H 3.411 -0.385 -0.995
H 3.336 -0.961 0.715
H 0.317 1.889 1.495
H 0.404 3.027 0.192
H 0.909 1.426 -1.323
H 1.495 -2.312 -1.182
```

These are the Mulliken partial charges, in e, on atoms 1 to 2:
1. C -0.524
2. C -0.452


Record 2
The following is a DFT calculation (wB97M-V/def2-TZVPD) of a 2-piece molecular cluster, C3H2Cl2F2O overall.

The gap between HOMO and LUMO comes out at 9.02 eV. Its energy relative to the best compared isomer or geometry (same formula, charge and spin) is 47.5 kcal/mol. Its maximum force is 5.28 eV Å⁻¹. The value obtained for the LUMO energy is -0.36 eV.

Structure (XYZ):
```
10
C3H2Cl2F2O, DFT wB97M-V/def2-TZVPD
C -0.309 0.264 -0.829
C -0.813 0.869 1.250
C 0.820 -0.664 -0.860
O -1.019 0.470 -1.770
F 1.210 -0.647 -2.145
F 0.568 -1.901 -0.480
Cl -1.004 -0.741 1.930
Cl 2.307 -0.167 0.162
H -1.811 1.250 1.005
H 0.050 1.268 1.737
```

These are the Mulliken partial charges, in e, on atoms 1 to 2:
1. C 0.104
2. C -0.520


Record 3
The following is a DFT calculation (wB97M-V/def2-TZVPD) of one molecule with the formula C8H16BBrClNO5S.

The gap between HOMO and LUMO comes out at 9.42 eV. Its energy relative to the best compared isomer or geometry (same formula, charge and spin) is 23.6 kcal/mol. Its maximum force is 5.70 eV Å⁻¹. The value obtained for the LUMO energy is 0.14 eV. As for the SMILES: CC[C@H](Cl)[C@]1(B(O)N(C)C)OS(=O)(=O)O[C@]1(C)Br.

Structure (XYZ):
```
34
C8H16BBrClNO5S, DFT wB97M-V/def2-TZVPD
C 1.357 -2.188 2.548
C 1.324 -2.411 0.998
C -0.011 -1.997 0.330
Cl 0.078 -2.562 -1.412
C -0.319 -0.481 0.345
B 0.661 0.433 -0.597
O 2.021 0.072 -0.841
N 0.195 1.710 -1.209
C 1.154 2.749 -0.720
C 0.308 1.607 -2.699
O -0.159 0.221 1.622
S -1.300 1.409 1.822
O -0.738 2.785 1.820
O -2.083 1.305 3.078
O -2.173 1.126 0.431
C -1.841 -0.224 0.043
C -2.354 -0.441 -1.405
Br -3.140 -1.278 1.145
H 0.360 -2.200 3.018
H 1.759 -1.163 2.716
H 2.081 -2.860 3.044
H 2.224 -1.963 0.550
H 1.419 -3.506 0.836
H -0.802 -2.617 0.785
H 2.503 0.200 -0.019
H 0.708 3.735 -0.965
H 2.137 2.639 -1.219
H 1.265 2.722 0.380
H 0.252 0.522 -2.947
H 1.225 2.068 -3.098
H -0.612 2.072 -3.111
H -1.655 -0.110 -2.190
H -3.285 0.141 -1.546
H -2.560 -1.516 -1.534
```

These are the Mulliken partial charges, in e, on atoms 1 to 2:
1. C -1.007
2. C -0.736


Record 4
The following is a DFT calculation (wB97M-V/def2-TZVPD) of C3H7Cl3NPSi as an isolated structure.

The gap between HOMO and LUMO (spin up / spin down) comes out at 6.31 / 6.30 eV. Its energy relative to the best compared isomer or geometry (same formula, charge and spin) is 54.8 kcal/mol. Its maximum force is 4.77 eV Å⁻¹. The value obtained for the LUMO energy (spin up / spin down) is -1.83 / -1.83 eV.

Structure (XYZ):
```
16
C3H7Cl3NPSi, DFT wB97M-V/def2-TZVPD
C 0.424 -1.290 -1.047
C 0.425 0.356 1.402
C -3.229 -0.200 0.040
N -3.081 2.328 -0.759
Si -0.372 0.380 -0.332
P -2.286 1.450 0.311
Cl -2.253 -1.421 0.770
Cl -3.442 -0.699 -1.712
Cl -4.825 -0.191 0.773
H 0.108 -1.514 -2.054
H 1.467 -1.272 -1.214
H 0.222 -2.011 -0.361
H 0.224 -0.565 1.878
H 1.576 0.462 1.430
H 0.044 1.034 2.026
H -3.445 3.212 -0.419
```

These are the Mulliken partial charges, in e, on atoms 1 to 2:
1. C -1.193
2. C -1.226


Record 5
The following is a DFT calculation (wB97M-V/def2-TZVPD) of C39H63AsMoN3O3SSi3 as an isolated structure.

As for the spin multiplicity: 3. The gap between HOMO and LUMO (spin up / spin down) comes out at 5.98 / 6.53 eV. Its energy relative to the best compared isomer or geometry (same formula, charge and spin) is 74.8 kcal/mol. Its maximum force is 3.50 eV Å⁻¹. Its total charge is +1. The value obtained for the LUMO energy (spin up / spin down) is -3.55 / -3.71 eV.

Structure (XYZ):
```
114
C39H63AsMoN3O3SSi3, DFT wB97M-V/def2-TZVPD
Mo -0.111 0.095 -0.788
C 7.197 3.520 2.074
C 5.753 3.185 1.889
C 5.238 1.969 2.330
C 3.927 1.619 2.059
C 3.124 2.495 1.351
C 3.595 3.740 0.967
C 4.908 4.080 1.235
S 1.551 1.968 0.710
O 0.700 1.487 1.781
O 0.975 3.017 -0.096
N 1.745 0.652 -0.195
C 2.604 0.535 -1.268
C 3.699 1.330 -1.583
C 4.460 1.033 -2.716
C 4.166 -0.040 -3.524
C 3.076 -0.881 -3.229
C 2.728 -2.021 -3.980
C 1.676 -2.805 -3.538
C 0.937 -2.424 -2.431
N 1.159 -1.275 -1.756
C 2.280 -0.560 -2.108
H 7.659 2.880 2.820
H 7.327 4.559 2.368
H 7.725 3.380 1.129
H 5.873 1.286 2.876
H 3.526 0.674 2.390
H 2.926 4.409 0.446
H 5.292 5.041 0.922
H 3.953 2.177 -0.965
H 5.301 1.670 -2.954
H 4.764 -0.260 -4.394
H 3.311 -2.273 -4.848
H 1.421 -3.720 -4.049
H 0.129 -3.044 -2.064
C 4.365 -1.893 1.013
C 3.128 -2.299 1.801
O 1.923 -2.090 1.080
H 5.233 -1.892 1.665
H 4.241 -0.898 0.590
H 4.550 -2.589 0.197
H 3.036 -1.702 2.708
H 3.206 -3.354 2.098
H 2.020 -2.519 0.219
C 1.093 -0.370 4.303
Si -0.198 -1.543 3.515
C -1.831 -1.500 4.535
C 0.371 -3.361 3.800
As -1.006 -0.792 1.306
Si -2.296 1.139 2.128
C -1.557 2.110 3.608
C -4.049 0.605 2.721
C -2.316 2.347 0.646
Si -2.167 -2.875 0.618
C -0.892 -4.292 0.903
C -2.539 -2.948 -1.270
C -3.822 -3.290 1.504
H 1.974 -0.903 4.646
H 0.678 0.150 5.160
H 1.404 0.383 3.587
H -1.720 -2.004 5.490
H -2.623 -1.997 3.979
H -2.160 -0.489 4.741
H 0.885 -3.418 4.755
H 1.042 -3.744 3.044
H -0.484 -4.025 3.862
H -1.605 1.571 4.548
H -2.117 3.033 3.736
H -0.521 2.369 3.426
H -4.109 0.638 3.804
H -4.295 -0.405 2.406
H -4.813 1.275 2.344
H -1.288 2.608 0.379
H -2.819 3.277 0.898
H -2.811 1.952 -0.237
H 0.116 -3.886 0.890
H -0.962 -5.056 0.133
H -1.039 -4.788 1.855
H -2.270 -3.915 -1.685
H -2.009 -2.175 -1.825
H -3.595 -2.813 -1.454
H -3.670 -3.696 2.498
H -4.379 -4.027 0.936
H -4.447 -2.408 1.594
C -0.147 0.352 -4.597
C -0.577 1.713 -4.052
C 0.350 2.196 -2.948
C -2.027 1.669 -3.619
C -2.919 2.405 -4.377
C -4.275 2.411 -4.109
C -4.750 1.611 -3.091
C -3.903 0.847 -2.306
C -4.535 -0.042 -1.260
C -5.468 0.737 -0.331
C -5.352 -1.136 -1.959
C -2.498 0.891 -2.521
N -1.612 0.282 -1.703
H 0.892 0.375 -4.920
H -0.762 0.085 -5.452
H -0.266 -0.421 -3.835
H -0.502 2.445 -4.866
H 0.332 1.458 -2.111
H 0.017 3.156 -2.553
H 1.378 2.290 -3.301
H -2.534 2.986 -5.202
H -4.944 3.013 -4.700
H -5.810 1.581 -2.896
H -3.731 -0.494 -0.659
H -6.327 1.124 -0.873
H -4.953 1.577 0.119
H -5.834 0.079 0.454
H -6.268 -0.711 -2.362
H -5.632 -1.913 -1.251
H -4.799 -1.568 -2.789
```

These are the Mulliken partial charges, in e, on atoms 1 to 2:
1. Mo -1.952
2. C -1.578


- Which value of maximum force does entry 5 give?
  3.50 eV Å⁻¹


- Among the records above, which one has the highest maximum force?
  C8H16BBrClNO5S